1.
The following is a quantum chemistry calculation of a single C5H5N3S3 molecule in a non-equilibrium geometry, from the Open Molecules 2025 dataset.

Results
Electronic energy (eV): -42239.7757
HOMO-LUMO gap (eV): 8.87
Spin multiplicity: 1
Molecular weight (g/mol): 203.317
F_max (eV/A): 3.935

Last column: natural (NBO) charge in e.
Element x y z (Å)
C -0.8055 -2.0640 1.0786  0.25
C -0.5906 -0.5875 -0.9081  0.01
C -0.0946 -0.8277 -3.2771  -0.15
C 1.1059 -0.3406 0.9465  -0.55
C -0.6159 -0.7119 0.5703  -0.32
N -0.9809 -3.0685 1.5510  -0.27
N -1.1036 0.3431 -1.6186  -0.23
N -0.8139 0.2263 -2.9046  -0.39
S 0.2694 -1.1900 -4.7949  -0.10
S 0.2500 -1.7633 -1.8169  0.42
S -1.8295 0.3062 1.3600  0.12
H 1.2245 0.5831 0.4092  0.21
H 1.6107 -1.0645 0.2569  0.23
H 1.2438 -0.1699 2.0225  0.24
H -1.1287 0.8331 -3.6607  0.43
H -1.4680 1.3343 0.7894  0.11

2.
The following is a quantum chemistry calculation of a gas-phase ion, C2H6FN2 (charge +1) in a non-equilibrium geometry, from the Open Molecules 2025 dataset.

Results
Electronic energy (eV): -7862.1649
HOMO-LUMO gap (eV): 12.10
Spin multiplicity: 1
Molecular weight (g/mol): 77.082
F_max (eV/A): 3.632
Relative energy (zero: lowest compared OMol25 entry of this formula, charge and spin) (kJ/mol): 47.9
Charge: +1

Last column: natural (NBO) charge in e.
Element x y z (Å)
C 0.6733 0.3094 0.3099  0.90
C -1.5708 -0.6455 -0.0077  -0.43
N 1.8422 0.8357 0.0071  -0.76
N -0.3288 -0.0133 -0.5069  -0.54
F 0.5046 -0.1503 1.4890  -0.23
H -2.4658 -0.0630 -0.2132  0.24
H -1.4091 -0.7088 1.0750  0.24
H -1.6868 -1.6274 -0.5493  0.24
H 2.2489 1.1268 -0.8505  0.45
H 2.5397 0.8146 0.7573  0.45
H -0.3475 0.1218 -1.5107  0.44

3.
The following is a quantum chemistry calculation of a molecular structure, CHI2NO2 in a non-equilibrium geometry, from the Open Molecules 2025 dataset.

Results
Electronic energy (eV): -22833.3151
HOMO-LUMO gap (alpha / beta) (eV): 7.80 / 7.24
Spin multiplicity: 1
Molecular weight (g/mol): 312.832
F_max (eV/A): 2.638
Relative energy (zero: lowest compared OMol25 entry of this formula, charge and spin) (kJ/mol): 242.4

Last column: natural (NBO) charge in e.
Element x y z (Å)
C 1.4372 0.3495 0.3280  -0.67
N -1.8309 -0.2884 -0.5217  0.48
O -2.8734 0.2484 -0.4316  -0.31
O -1.2808 -0.8707 -1.4090  -0.32
I 3.0272 -0.9893 0.7524  0.21
I -0.2770 0.2240 1.4956  0.38
H 1.7977 1.3266 -0.2136  0.23

4.
The following is a quantum chemistry calculation of a molecular structure, C34H25Br2N4O7ScTe4, from the Open Molecules 2025 dataset.

Results
Electronic energy (eV): -245921.5116
HOMO-LUMO gap (eV): 4.42
Spin multiplicity: 1
Molecular weight (g/mol): 1316.759
F_max (eV/A): 0.845
Relative energy (zero: lowest compared OMol25 entry of this formula, charge and spin) (kJ/mol): 340.1
Charge: -2

Last column: Löwdin charge in e.
Element x y z (Å)
Sc 0.2659 -0.2395 -0.4587  0.53
C 0.3014 -1.4297 2.7013  -0.03
O -0.2892 -0.3677 1.9336  -0.13
C -0.9153 0.6155 2.5901  -0.19
C -1.3402 0.5631 3.9010  -0.03
C -1.9341 1.6961 4.4576  -0.67
Br -2.5083 1.6116 6.2723  0.69
C -2.1059 2.8591 3.7554  -0.10
C -1.6838 2.9124 2.4153  -0.06
C -1.1142 1.7864 1.8292  -0.18
O -0.6715 1.7218 0.5730  -0.02
C -1.7994 4.1240 1.6134  -0.23
N -1.3926 4.2169 0.3732  0.18
C -1.6482 5.5161 -0.0196  -0.20
C -1.3966 6.1427 -1.2363  0.01
C -1.7578 7.4717 -1.3538  -0.10
C -2.3533 8.1668 -0.2909  -0.11
C -2.6036 7.5555 0.9253  -0.04
C -2.2381 6.2200 1.0384  -0.19
N -2.3233 5.3064 2.0723  0.17
H 0.9263 -0.9875 3.4813  0.11
H 0.9029 -1.9930 1.9964  0.09
H -0.4898 -2.0684 3.0875  0.09
H -1.2182 -0.3331 4.4894  0.11
H -2.5555 3.7166 4.2362  0.09
H -0.8360 2.5651 0.0795  0.10
H -0.9277 5.5922 -2.0412  0.12
H -1.5757 7.9924 -2.2850  0.10
H -2.6207 9.2076 -0.4237  0.09
H -3.0597 8.0957 1.7454  0.10
H -2.6938 5.4674 2.9898  0.15
Te 2.0813 1.9532 -2.0513  -0.01
Te 1.8920 1.5482 -4.7225  -0.18
Te 2.6448 -1.0617 -4.9679  -0.02
Te 0.4588 -1.6544 -3.4190  0.84
O 4.0763 -6.6722 -3.9828  0.08
C 2.8217 -6.1473 -3.8464  -0.49
O 1.8893 -6.7880 -4.2553  0.09
C 2.7273 -4.8961 -3.0618  -0.16
C 3.8894 -4.1709 -2.5548  -0.07
C 3.7526 -3.1282 -1.7175  -0.04
C 2.4559 -2.6245 -1.3084  -0.36
C 1.2773 -3.1568 -2.0487  -0.53
C 1.5004 -4.3961 -2.8028  -0.08
N 2.2943 -1.6581 -0.4426  0.02
C 3.2904 -1.2177 0.3776  -0.15
C 3.2157 -0.0007 1.0514  -0.31
C 4.3127 0.4116 1.8801  -0.05
C 4.3033 1.6213 2.5013  -0.12
C 3.2051 2.4841 2.3274  -0.10
C 2.1760 2.0213 1.5346  -0.20
N 2.1359 0.8297 0.9334  -0.02
H 4.7059 -6.0828 -3.5524  0.07
H 4.8930 -4.4055 -2.9011  0.09
H 4.6247 -2.5683 -1.4063  0.10
H 0.3907 -3.2442 -1.4042  0.07
H 0.6279 -4.9181 -3.1765  0.12
H 4.1927 -1.8111 0.4727  0.09
H 5.1521 -0.2673 1.9756  0.10
H 5.1466 1.9203 3.1155  0.09
H 3.1590 3.4708 2.7652  0.08
H 1.3249 2.6694 1.3551  0.09
O -1.1207 -0.1661 -1.5222  -0.66
Br -3.1472 -5.7253 1.1252  0.71
C -3.4090 -4.5987 -0.4011  -0.60
C -4.2332 -5.0921 -1.4028  -0.16
C -4.4406 -4.3269 -2.5392  -0.11
C -3.8143 -3.0938 -2.6663  -0.08
C -2.9723 -2.6245 -1.6705  -0.02
C -2.7609 -3.3784 -0.5110  -0.15
C -1.8514 -2.7680 0.5524  -0.63
O -2.2775 -2.6654 1.7070  -0.01
O -0.7099 -2.4138 0.1261  -0.11
H -4.6941 -6.0635 -1.2865  0.08
H -5.0858 -4.7025 -3.3253  0.09
H -3.9732 -2.4949 -3.5552  0.10
H -2.4719 -1.6505 -1.7453  0.07

5.
The following is a quantum chemistry calculation of a single C7H6BNO5S molecule in a non-equilibrium geometry, from the Open Molecules 2025 dataset.

Results
Electronic energy (eV): -30593.7366
HOMO-LUMO gap (eV): 8.14
Spin multiplicity: 1
Molecular weight (g/mol): 227.006
F_max (eV/A): 5.216
Relative energy (zero: lowest compared OMol25 entry of this formula, charge and spin) (kJ/mol): 30.2

Last column: natural (NBO) charge in e.
Element x y z (Å)
B -0.1132 -2.4186 -1.2355  1.09
C 0.7244 2.9679 0.7612  -0.31
C 0.7238 2.4260 -0.4577  -0.09
C 0.5149 2.1671 1.9589  0.43
C -0.2427 0.7683 1.8792  0.44
C -0.4616 0.4491 0.4811  -0.03
C -0.9790 -1.0909 -1.1956  -0.52
C 0.4531 0.9623 -0.5612  -0.37
N -1.2313 -0.5342 0.1337  0.21
O -2.0998 -1.1128 0.7693  -0.39
O 0.7422 2.5966 3.0668  -0.47
O -0.6498 0.1928 2.8997  -0.45
O -0.8283 -3.5416 -1.4190  -0.89
O 1.1151 -2.3747 -0.8185  -0.88
S -0.1713 0.2291 -2.1883  0.22
H 1.1341 3.9107 1.0780  0.24
H 0.9269 2.9118 -1.3886  0.23
H -2.0828 -1.3359 -1.5032  0.28
H 1.4726 0.5795 -0.2646  0.25
H -0.4202 -4.4858 -1.5621  0.51
H 1.4729 -3.2667 -0.4335  0.51

6.
The following is a quantum chemistry calculation of a molecular structure, H34O17Tl in a non-equilibrium geometry, from the Open Molecules 2025 dataset.

Results
Electronic energy (eV): -40021.3537
HOMO-LUMO gap (eV): 2.90
Spin multiplicity: 1
Molecular weight (g/mol): 510.638
F_max (eV/A): 1.905
Relative energy (zero: lowest compared OMol25 entry of this formula, charge and spin) (kJ/mol): 108.5
Charge: +3

Last column: natural (NBO) charge in e.
Element x y z (Å)
Tl -0.2958 0.8144 0.0272  1.84
O -1.5539 2.7713 1.7447  -0.93
H -1.2551 3.2973 2.4864  0.51
H -2.4889 2.9643 1.6748  0.51
O 1.3015 3.5699 0.4601  -0.92
H 1.0651 4.4406 0.1405  0.50
H 2.1401 3.6966 0.9039  0.50
O -3.4117 1.2574 -0.3634  -0.94
H -4.1699 1.4581 0.1854  0.50
H -3.7678 1.1907 -1.2494  0.50
O -1.9515 0.0219 2.3733  -0.90
H -2.1827 -0.8082 2.7901  0.50
H -1.8365 0.6323 3.1016  0.49
O 0.7132 0.6760 3.0747  -0.94
H 0.1567 0.9345 3.8094  0.48
H 1.2053 -0.0778 3.3999  0.49
O -2.1290 0.2397 -2.6997  -0.95
H -1.6137 0.3727 -3.4953  0.50
H -2.9522 -0.1395 -3.0075  0.50
O 3.8284 0.2648 -2.2489  -0.98
H 4.4450 0.8388 -2.7034  0.51
H 4.3189 -0.5434 -2.0988  0.50
O -2.0209 -1.7349 -0.0673  -0.93
H -1.8559 -2.2965 -0.8248  0.52
H -2.6270 -2.2377 0.4768  0.49
O 2.8710 -0.8736 2.8400  -0.99
H 3.0533 -0.4944 3.6998  0.51
H 3.3526 -1.7008 2.8355  0.50
O -5.1216 -1.6128 0.3154  -0.90
H -4.2136 -1.3165 0.3792  0.45
H -5.1435 -2.1506 -0.4761  0.48
O -1.0520 3.3306 -1.2265  -0.90
H -1.7953 3.9324 -1.2674  0.52
H -0.5137 3.5624 -1.9834  0.50
O 3.0018 -2.4290 -0.0893  -0.98
H 3.4670 -2.9690 0.5496  0.50
H 3.4271 -2.6249 -0.9241  0.49
O 2.5901 0.5215 0.3230  -0.85
H 2.6985 0.1235 1.1868  0.52
H 3.2394 0.0826 -0.2266  0.51
O 1.6554 1.7650 -2.1846  -0.93
H 2.3888 1.1950 -1.9531  0.50
H 1.9731 2.2738 -2.9305  0.50
O -1.2270 -3.3052 -2.2530  -0.97
H -0.8498 -4.1176 -1.9151  0.50
H -1.0293 -3.3202 -3.1894  0.50
O 0.3263 -1.7912 1.5860  -0.89
H 1.1955 -2.1108 1.8283  0.49
H -0.2551 -2.1423 2.2605  0.49
O 0.8507 -1.4503 -1.5947  -0.89
H 1.6032 -1.9350 -1.2556  0.50
H 0.4456 -2.0462 -2.2248  0.51

7.
The following is a quantum chemistry calculation of 2 unconnected molecules or ions with the total composition C5H14NO2 in a non-equilibrium geometry, from the Open Molecules 2025 dataset.

Results
Electronic energy (eV): -10989.8620
HOMO-LUMO gap (eV): 11.48
Spin multiplicity: 1
Molecular weight (g/mol): 120.172
F_max (eV/A): 3.236
Relative energy (zero: lowest compared OMol25 entry of this formula, charge and spin) (kJ/mol): 187.4
Charge: +1

Last column: natural (NBO) charge in e.
Element x y z (Å)
O -0.5113 -2.5938 1.3634  -0.73
C 0.0201 -1.3049 1.4219  -0.09
C -0.1581 -0.5829 0.0731  -0.05
N 0.3343 0.8261 0.1743  -0.52
C 0.4428 1.3243 -1.1641  -0.24
C 0.9780 0.1188 -1.9774  -0.44
C 0.6515 -1.0968 -1.1500  -0.44
H -0.0746 -3.3641 0.9257  0.50
H 1.0776 -1.3568 1.7775  0.18
H -0.4802 -0.8993 2.3213  0.22
H -1.1675 -0.3609 -0.3477  0.22
H 1.2336 0.8249 0.6746  0.42
H -0.2514 1.3435 0.8540  0.48
H -0.5239 1.5381 -1.6474  0.23
H 1.0203 2.2856 -1.1782  0.24
H 0.3704 0.0691 -2.9426  0.25
H 2.0062 0.4472 -2.2380  0.25
H 1.5064 -1.7100 -0.7908  0.23
H -0.0170 -1.9131 -1.5965  0.26
H -2.6592 1.7733 1.4446  0.49
H -2.0579 2.6157 2.3591  0.50
O -1.7400 2.0160 1.6433  -0.97

Which value of molecular weight does entry 6 give?
510.638 g/mol

Which of these has the highest electronic energy?
C2H6FN2